Entry A
A 2-piece molecular cluster, CH3O4P overall, computed with wB97M-V/def2-TZVPD.

Summary:
- Orbital gap (spin up / spin down): 8.245 / 6.954 eV

Atoms and positions in Å:
H  2.514  1.132  0.219
O  -1.359  1.013  -0.183
P  0.794  -0.135  0.482
H  1.599  -0.996  1.581
O  -1.879  0.013  0.691
H  -2.321  -0.162  -1.471
O  2.129  0.485  -0.241
O  0.230  -1.140  -0.488
C  -1.706  -0.211  -0.590

natural (NBO) population analysis, charges in e, atoms 1 to 8: H 0.4785; O -0.2202; P 1.3193; H -0.1028; O -0.2072; H 0.2023; O -0.9808; O -0.9581

=====

Entry B
CH3O4P as an isolated structure, computed with wB97M-V/def2-TZVPD.

Summary:
- Orbital gap: 11.111 eV

Atoms and positions in Å:
O  -2.664  0.338  -1.091
H  -0.172  0.837  -0.737
O  -2.907  1.348  -0.051
H  0.216  0.296  0.794
O  -2.163  -1.993  0.111
H  0.440  -1.023  -0.244
C  -0.117  -0.090  -0.102
P  -1.849  -0.583  0.059
O  -2.765  0.530  1.068

natural (NBO) population analysis, charges in e, atoms 1 to 8: O -0.5135; H 0.2867; O -0.0198; H 0.2613; O -1.0064; H 0.2839; C -1.0435; P 2.2253

=====

Stability verdict: entry B, ahead by 3.059 eV

=====

Entry A
C27H24NO4S7TeY as an isolated structure, computed with wB97M-V/def2-TZVPD.

Summary:
- Orbital gap: 2.713 eV
- Total charge: -2

Atoms and positions in Å:
S  -0.976  -7.281  2.799
H  1.850  0.948  -0.514
C  0.145  -8.185  1.840
N  -2.194  -1.582  2.166
H  2.368  2.678  3.430
Te  -0.272  -1.511  -3.448
C  -0.027  1.962  -7.373
C  2.811  2.544  2.434
O  -0.023  0.486  1.060
H  0.687  4.047  1.347
C  -0.687  -5.766  1.984
H  -1.101  5.709  1.655
S  -4.634  -0.506  3.024
O  2.334  -1.905  0.639
O  0.754  0.856  4.456
C  -1.325  0.932  -5.128
H  -1.965  0.723  -3.033
C  -1.450  2.167  3.171
C  0.280  -5.757  0.934
H  -3.183  1.478  -6.127
H  3.109  -1.301  0.531
H  4.272  1.604  -1.020
H  -3.439  2.708  3.671
C  -2.453  4.315  2.612
C  3.824  1.833  -0.048
H  1.816  1.217  -6.523
C  -1.237  4.670  2.022
S  0.913  -7.320  0.489
S  0.644  -9.722  2.164
S  -1.564  -4.289  2.242
C  -1.904  0.167  -3.972
H  -2.781  -0.386  -4.211
H  1.925  0.161  -4.159
C  2.522  1.457  0.228
S  -0.977  -1.093  -1.257
H  -2.400  -5.560  4.154
C  -1.456  1.966  -7.297
H  0.678  0.898  -3.078
C  4.110  2.889  2.098
H  -3.334  5.016  2.557
C  -3.242  -1.124  2.572
C  2.064  1.718  1.567
H  -2.045  -3.841  4.589
C  -0.197  3.737  1.903
C  0.755  1.352  -6.384
H  5.546  2.956  0.477
S  0.718  -4.531  -0.154
C  0.854  0.311  -4.028
H  -3.558  -4.272  3.612
H  -1.574  1.203  3.674
C  0.808  0.367  3.328
O  0.895  -0.938  3.064
C  -0.302  2.437  2.450
C  0.652  1.308  2.108
C  -2.451  -4.518  3.789
C  0.118  0.913  -5.208
H  2.575  -2.811  0.329
H  0.469  2.450  -8.226
C  4.601  2.540  0.841
C  -2.525  3.077  3.218
H  4.680  3.514  2.813
Y  -0.071  -1.873  1.213
C  -2.082  1.506  -6.147
H  -1.969  2.314  -8.198
H  -0.376  0.935  0.284

natural (NBO) population analysis, charges in e, atoms 1 to 8: S 0.4492; H 0.2526; C -0.5446; N -0.7839; H 0.2427; Te 0.4167; C -0.2629; C -0.2215

=====

Entry B
C27H24NO4S7TeY as an isolated structure, computed with wB97M-V/def2-TZVPD.

Summary:
- Orbital gap: 3.360 eV
- Total charge: -2

Atoms and positions in Å:
H  17.045  -14.310  -15.916
H  6.074  -12.835  -15.594
C  9.841  -14.212  -8.043
C  9.666  -16.605  -8.469
H  5.189  -16.674  -18.146
C  16.139  -11.704  -13.011
H  8.783  -15.630  -6.758
H  12.072  -9.180  -12.656
C  7.311  -16.767  -17.956
O  8.940  -11.665  -9.907
C  12.458  -15.630  -13.364
H  6.792  -13.631  -14.116
H  10.669  -17.407  -10.247
H  7.364  -17.602  -18.644
C  18.633  -10.720  -13.199
C  12.769  -11.592  -6.482
S  17.271  -10.729  -12.082
S  18.022  -10.957  -14.824
C  10.620  -14.099  -9.236
S  11.346  -11.594  -15.366
H  11.384  -15.150  -11.003
C  9.400  -15.489  -7.652
C  12.829  -10.211  -6.667
C  8.391  -15.158  -16.511
H  13.316  -9.514  -11.803
Te  9.140  -12.394  -15.397
C  11.071  -12.706  -9.671
N  12.095  -14.469  -13.328
O  12.253  -12.757  -10.546
H  9.492  -16.590  -17.756
C  8.517  -16.220  -17.459
C  11.385  -11.839  -8.462
O  12.545  -9.903  -12.222
O  10.255  -11.870  -11.793
H  15.347  -14.737  -16.154
H  10.121  -14.911  -15.235
C  10.856  -15.213  -10.047
H  9.213  -17.574  -8.150
H  12.075  -8.575  -7.899
S  14.981  -12.703  -12.245
C  11.318  -10.464  -8.587
H  9.614  -13.316  -7.462
C  9.936  -12.000  -10.561
H  13.051  -13.044  -10.098
H  4.938  -15.058  -16.248
H  12.158  -13.504  -7.268
H  10.687  -9.979  -9.343
C  6.824  -13.513  -15.218
C  7.086  -14.667  -16.073
C  9.637  -14.419  -16.098
H  13.348  -9.572  -5.952
H  15.919  -14.496  -14.502
C  12.078  -12.405  -7.356
Y  12.176  -12.222  -12.807
S  12.834  -17.174  -13.371
S  20.188  -10.496  -12.697
C  16.020  -14.152  -15.558
C  16.526  -11.744  -14.396
C  10.414  -16.494  -9.636
S  15.599  -12.402  -15.689
H  13.341  -12.061  -5.721
C  5.924  -15.340  -16.570
C  12.058  -9.634  -7.692
C  6.065  -16.262  -17.578
H  10.362  -14.368  -16.943

natural (NBO) population analysis, charges in e, atoms 1 to 8: H 0.2009; H 0.1829; C -0.1949; C -0.2257; H 0.1768; C -0.3481; H 0.2026; H 0.5187

=====

Stability verdict: entry B, ahead by 0.942 eV

=====

Entry A
A 6-piece molecular cluster, CH13O5S overall, computed with wB97M-V/def2-TZVPD.

Summary:
- Orbital gap: 7.417 eV
- Total charge: -1

Atoms and positions in Å:
H  1.666  2.159  1.290
H  0.202  -1.978  -2.339
H  -0.629  1.402  -1.609
O  -1.242  0.742  1.537
H  2.219  -1.514  0.551
H  1.202  2.649  -0.059
H  -1.404  -1.015  1.778
H  -0.503  1.283  1.612
C  1.330  -0.822  0.473
H  0.464  -1.582  0.197
S  1.572  0.337  -0.967
H  -0.555  -2.204  1.692
O  0.956  2.759  0.922
H  -1.066  0.814  -2.767
H  1.112  -0.188  1.300
H  -1.325  0.488  0.563
O  -1.403  -1.949  1.735
H  -0.471  -1.087  -1.493
O  -0.668  -1.543  -2.286
O  -1.458  1.250  -2.130

natural (NBO) population analysis, charges in e, atoms 1 to 8: H 0.4699; H 0.4621; H 0.4792; O -0.9738; H 0.1927; H 0.5028; H 0.4877; H 0.4946

=====

Entry B
A 6-piece molecular cluster, CH13O5S overall, computed with wB97M-V/def2-TZVPD.

Summary:
- Orbital gap: 7.750 eV
- Total charge: -1

Atoms and positions in Å:
H  0.066  2.263  1.922
O  2.249  1.109  -0.334
C  -1.046  0.712  -2.031
H  -2.832  -0.843  1.256
H  -2.864  -1.216  -0.209
H  0.017  -0.836  0.588
H  1.496  0.659  -0.795
O  -0.365  1.736  2.604
O  2.831  -1.820  -0.350
H  0.874  -1.474  1.684
H  -2.066  0.372  -2.199
H  2.026  -1.687  -0.876
O  -3.409  -0.835  0.488
S  -0.076  -0.768  -1.506
H  -0.685  1.021  -3.018
H  3.112  -0.899  -0.258
O  0.082  -0.941  1.578
H  -0.447  0.857  2.190
H  2.008  1.044  0.597
H  -0.970  1.544  -1.331

natural (NBO) population analysis, charges in e, atoms 1 to 8: H 0.4584; O -1.0078; C -0.7114; H 0.4752; H 0.4842; H 0.4842; H 0.4922; O -0.9733

=====

Stability verdict: entry B, ahead by 1.722 eV

=====

Entry A
C17H23N3O3 in the gas phase, computed with wB97M-V/def2-TZVPD.

Summary:
- Structure (SMILES): CC[C@H](C)[C@H](NC(=O)[C@@H](N)Cc1c[nH]c2ccccc12)C(=O)O
- Orbital gap: 8.585 eV

Atoms and positions in Å:
H  0.188  2.113  2.401
C  0.710  0.066  -1.792
C  -1.339  0.983  1.364
H  -2.092  -2.040  -1.971
O  3.432  0.635  -2.460
C  -1.394  -0.410  1.966
H  -2.155  -0.179  -2.418
C  -1.671  -1.151  -2.417
C  -0.628  2.139  1.664
C  0.915  -1.465  2.568
H  -1.708  4.099  -1.111
C  -0.373  -0.960  -1.593
C  -1.628  3.182  -0.422
H  0.256  0.873  -1.061
H  1.315  -0.189  -3.696
H  0.188  -1.826  -1.569
H  -3.163  1.997  -1.487
H  2.838  -1.105  2.727
H  0.901  -2.550  2.745
H  -0.247  0.613  -3.541
H  -1.489  -1.475  -3.418
N  1.694  -0.524  0.332
O  4.135  0.013  -0.469
H  -0.930  -1.669  3.624
C  -0.714  3.206  0.730
C  -0.436  -0.920  3.029
N  2.013  -0.674  3.044
C  0.807  0.553  -3.163
H  1.962  -0.760  4.077
H  1.981  0.081  1.105
H  2.090  -1.427  -1.489
N  -2.975  -0.209  0.430
H  -3.061  -2.000  1.576
C  -2.429  -1.120  1.386
C  3.243  0.162  -1.383
H  0.039  -0.159  3.733
O  0.920  -2.706  0.465
C  -2.418  2.032  -0.682
C  -2.230  1.002  0.305
H  1.169  1.537  -3.412
H  3.821  -0.582  0.147
H  -0.675  -0.842  -0.663
C  1.926  -0.409  -1.072
C  1.263  -1.683  0.999
H  -3.820  -0.357  -0.141
H  -0.231  4.104  1.013

natural (NBO) population analysis, charges in e, atoms 1 to 8: H 0.2205; C -0.1880; C -0.1112; H 0.2210; O -0.5674; C -0.0843; H 0.2032; C -0.6173

=====

Entry B
C17H23N3O3 as an isolated structure, computed with wB97M-V/def2-TZVPD.

Summary:
- Orbital gap: 8.579 eV

Atoms and positions in Å:
C  5.890  1.765  0.527
N  1.369  0.955  -1.602
C  0.899  -0.457  -1.363
C  6.177  0.463  0.023
H  2.357  0.951  -1.606
H  -2.959  -0.101  3.015
C  -3.057  -0.506  0.667
H  -0.871  1.397  -0.752
H  -2.406  1.208  2.016
C  -5.928  -1.086  0.540
H  -4.216  0.866  2.050
C  -4.304  -1.457  0.528
C  -2.700  0.331  -0.617
H  7.147  0.061  -0.231
H  5.664  -2.718  -0.246
H  -5.769  -0.114  1.260
H  6.757  2.455  0.673
C  -3.408  1.639  -0.594
O  -2.715  2.577  -0.273
N  -1.276  0.512  -1.031
H  1.216  -2.003  0.155
H  3.234  -3.190  0.116
H  -4.048  -2.180  1.437
N  5.027  -1.775  -0.168
C  3.616  -2.128  -0.069
C  -3.125  0.443  1.921
O  -4.689  1.631  -1.007
H  4.391  3.366  0.684
O  -1.134  -1.652  -1.355
C  4.580  2.351  0.571
C  5.086  -0.356  -0.069
H  -4.065  -2.082  -0.372
C  1.448  -1.003  0.072
H  -6.598  -1.967  1.354
H  -6.501  -1.021  -0.673
C  3.520  1.463  0.384
H  1.063  1.394  -2.516
H  2.532  1.915  0.221
C  -0.603  -0.587  -1.181
H  -5.015  2.510  -0.704
H  -3.055  -0.274  -1.403
H  -2.263  -1.204  0.750
H  1.014  -1.096  -2.180
C  2.892  -1.028  0.072
C  3.851  0.131  0.139
H  0.973  -0.399  0.836

natural (NBO) population analysis, charges in e, atoms 1 to 8: C -0.2004; N -0.8737; C -0.1107; C -0.2325; H 0.3757; H 0.2147; C -0.2207; H 0.4359

=====

Stability verdict: entry A, ahead by 2.059 eV

=====

Entry A
C7H13NO2 in the gas phase, computed with wB97M-V/def2-TZVPD.

Summary:
- Structure (SMILES): CC(C)(C)C/C=C\[N+](=O)[O-]
- Orbital gap: 9.975 eV

Atoms and positions in Å:
H  1.529  0.729  -2.016
H  2.330  0.635  1.629
H  -3.255  1.849  0.551
H  3.073  -1.437  -0.235
H  0.510  1.087  1.501
H  -0.838  -1.452  0.026
H  1.608  -2.393  0.179
C  1.964  -1.424  -0.404
C  -1.296  0.639  0.272
C  1.593  0.881  -0.834
N  -3.665  -0.106  -0.079
H  -0.812  1.558  0.522
H  2.663  1.108  -0.634
H  -0.431  -0.584  -1.369
C  -2.698  0.923  0.312
C  1.225  0.251  1.460
C  1.113  -0.241  -0.026
O  -4.834  0.121  -0.211
H  0.990  -0.597  2.118
H  0.900  1.859  -0.815
O  -3.214  -1.247  -0.215
H  1.858  -1.620  -1.472
C  -0.310  -0.537  -0.258

natural (NBO) population analysis, charges in e, atoms 1 to 8: H 0.2108; H 0.2104; H 0.2396; H 0.2268; H 0.2063; H 0.2742; H 0.2101; C -0.5978

=====

Entry B
C7H13NO2 in the gas phase, computed with wB97M-V/def2-TZVPD.

Summary:
- Structure (SMILES): C/C=N\OC(=O)C(C)(C)C
- Orbital gap: 10.775 eV

Atoms and positions in Å:
H  -1.340  -1.016  -1.434
H  -0.608  1.496  1.842
H  -2.818  -1.007  -0.372
H  -1.314  -1.823  -0.022
H  -1.503  1.223  -1.869
C  2.435  -1.437  -0.218
C  -1.109  0.310  0.123
H  -1.022  -0.131  2.173
O  0.713  0.172  -1.330
C  -1.309  0.699  1.526
H  2.106  -1.651  -1.200
C  -1.754  -0.963  -0.386
C  0.401  0.323  -0.190
H  4.124  0.004  -0.179
H  -1.551  2.385  -0.436
C  3.081  -0.147  -0.026
H  1.476  -1.416  0.352
N  2.566  0.833  0.597
H  -2.353  0.980  1.744
H  3.187  -2.317  0.206
O  1.165  0.786  0.852
H  -2.857  1.318  -0.893
C  -1.714  1.381  -0.859

natural (NBO) population analysis, charges in e, atoms 1 to 8: H 0.2277; H 0.2363; H 0.2206; H 0.2027; H 0.2263; C -0.6734; C -0.1655; H 0.2121

=====

Stability verdict: entry B, ahead by 2.332 eV